(1)
5
Properties=species:S:1:pos:R:3:forces:R:3 method="wB97M-V/def2-TZVPD" total_charge=0 e_above_lowest_kj_mol=230.90 spin_multiplicity=1
N 0.6514 -0.2810 0.0086 0.8 0.4 -0.2
S -0.8712 -0.1365 -0.0117 -0.8 0.1 0.0
I -3.0117 0.2517 -2.1350 0.8 -0.5 0.5
H 1.0426 -0.9889 0.6020 -0.2 -1.1 0.0
H -0.8064 1.0131 -0.6289 -0.6 1.0 -0.4

=====

(2)
4
Properties=species:S:1:pos:R:3:forces:R:3 method="wB97M-V/def2-TZVPD" total_charge=-1 e_above_lowest_kj_mol=2.62 spin_multiplicity=1
O -0.5084 0.2624 -0.9698 -0.8 0.3 0.5
H -1.2607 0.6471 -0.4655 1.0 -0.5 -0.4
H 0.0957 -0.0948 -0.2801 -0.2 0.2 -0.1
I 1.6734 -0.8147 1.7154 0.0 0.0 0.0

=====

(3)
5
Properties=species:S:1:pos:R:3:forces:R:3 method="wB97M-V/def2-TZVPD" total_charge=0 e_above_lowest_kj_mol=384.08 spin_multiplicity=1
O -1.0798 -1.2848 -0.3257 1.7 1.8 0.3
P 0.4793 1.1900 -0.2232 -1.1 -2.3 -0.2
I 2.4702 -0.0252 0.2220 -0.2 0.1 -0.1
H -1.8786 -0.9953 -0.7691 -0.3 0.2 -0.2
H 0.0089 1.1153 1.0960 -0.1 0.1 0.2

=====

(4)
4
Properties=species:S:1:pos:R:3:forces:R:3 method="wB97M-V/def2-TZVPD" total_charge=+2 e_above_lowest_kj_mol=5.60 spin_multiplicity=1
O -1.4958 -1.2676 0.5294 -1.5 -0.3 0.0
H -1.6459 -2.1801 0.8655 0.3 0.1 0.0
H -2.3968 -0.9246 0.3324 0.0 -0.4 0.2
Mg -0.1481 -0.1240 0.0516 1.2 0.5 -0.2

=====

(5)
6
Properties=species:S:1:pos:R:3:forces:R:3 method="wB97M-V/def2-TZVPD" total_charge=0 e_above_lowest_kj_mol=145.84 smiles=N#N.OO spin_multiplicity=1
N 1.3811 -0.5212 -0.0287 2.0 2.2 0.5
N 1.6712 0.5298 0.1648 -0.2 -2.6 -0.4
O -1.0981 -0.6874 0.0082 -0.4 -2.1 1.7
O -0.8069 0.6431 0.0210 0.8 4.6 -6.6
H -0.4218 0.7719 -1.0683 -1.8 -0.1 4.9
H -0.7255 -0.7362 0.9031 -0.5 -2.0 -0.1

=====

(6)
7
Properties=species:S:1:pos:R:3:forces:R:3 method="wB97M-V/def2-TZVPD" total_charge=0 e_above_lowest_kj_mol=120.61 smiles="O=[N+]([O-])NO" spin_multiplicity=1
N 0.0363 0.4232 -0.2914 2.0 2.3 2.3
N -0.4543 -0.8828 -0.3664 0.2 0.8 2.4
O -0.3436 -1.4577 -1.3938 0.3 -0.5 -1.8
O -1.0100 -1.2293 0.6298 -0.6 -0.8 0.7
O 0.7551 0.8477 1.1478 -3.9 1.4 -3.6
H 0.8289 0.5641 -0.8995 0.2 -0.5 -0.4
H 0.1875 1.7348 1.1734 1.8 -2.7 0.4

=====

(7)
7
Properties=species:S:1:pos:R:3:forces:R:3 method="wB97M-V/def2-TZVPD" total_charge=0 e_above_lowest_kj_mol=147.81 spin_multiplicity=1
N 0.4951 -0.2645 -0.1151 -0.6 1.6 -0.4
N -0.2089 -0.4738 -2.0461 -0.9 1.3 1.6
O 0.5340 -1.0799 -2.6974 1.9 -1.7 -0.9
O -1.1245 0.1985 -2.4017 -0.6 0.4 0.8
O -0.4077 0.4261 0.6668 -0.3 -1.2 -0.1
H 0.3710 -1.2225 0.2282 -0.3 0.0 -0.2
H -0.3794 1.3938 0.5826 0.8 -0.4 -0.7

=====

(8)
8
Properties=species:S:1:pos:R:3:forces:R:3 method="wB97M-V/def2-TZVPD" total_charge=0 e_above_lowest_kj_mol=366.13 spin_multiplicity=1
N -0.3167 0.6382 1.1875 -0.5 1.0 0.7
N -0.9332 0.7379 -1.0805 2.1 -1.1 -0.7
O 0.7633 -1.1675 -0.3315 2.4 -0.2 1.9
O 2.1468 -1.2440 1.8007 -0.8 0.2 -0.7
O -1.1227 1.0385 0.4207 -1.0 -0.3 -0.1
S 1.6559 -0.4971 0.6680 -0.9 -1.1 -1.8
H -1.7969 0.6786 -1.6184 -0.4 0.1 1.0
H -0.3966 -0.1848 -1.0464 -0.9 1.5 -0.3

=====

(9)
9
Properties=species:S:1:pos:R:3:forces:R:3 method="wB97M-V/def2-TZVPD" total_charge=0 e_above_lowest_kj_mol=240.52 spin_multiplicity=1
N 0.8535 -0.1913 -0.2128 1.6 -1.2 -0.7
N -2.4742 -0.9037 -0.0539 1.1 1.3 -1.0
O -3.6079 -0.7296 -0.2950 -2.7 -0.1 -0.1
O -1.9743 -1.7011 0.6689 0.9 -1.5 1.4
O -1.6710 -0.0535 -0.7087 3.0 -0.1 0.0
O 3.2529 -0.9684 0.3029 -1.8 -0.1 -1.4
S 2.0205 -1.1693 -0.4807 0.5 1.0 1.7
H 1.0569 0.6143 0.3575 0.1 0.3 0.6
H -0.5658 -0.2902 -0.4961 -2.8 0.4 -0.4

=====

(10)
10
Properties=species:S:1:pos:R:3:forces:R:3 method="wB97M-V/def2-TZVPD" total_charge=0 e_above_lowest_kj_mol=214.95 spin_multiplicity=1
N 0.8265 1.7032 0.5272 1.2 -1.3 -1.2
N -0.3834 -1.4959 0.4886 -1.2 0.4 -2.9
O -0.2124 1.0097 -0.0309 -2.5 1.1 -0.1
O 1.8667 1.2050 0.3311 3.2 -2.5 -0.9
O 0.5816 -2.1434 0.6761 2.0 -1.7 1.7
O -1.5181 -1.6195 0.8994 -1.2 -0.8 2.1
O 0.7196 2.7143 1.0974 -3.0 2.1 1.1
Si -0.5618 -0.4356 -0.9309 3.1 2.8 1.3
H 0.5951 -0.6645 -1.8091 -0.4 -0.2 -0.3
H -1.9139 -0.2733 -1.2489 -1.1 0.0 -0.7

=====

(11)
6
Properties=species:S:1:pos:R:3:forces:R:3 method="wB97M-V/def2-TZVPD" total_charge=0 e_above_lowest_kj_mol=359.81 spin_multiplicity=1
N -0.8184 -0.9424 -0.9430 0.1 -0.7 0.2
N 0.6169 0.1355 0.4365 1.0 0.8 5.0
P 0.1259 -1.4384 0.2827 -0.9 0.1 -1.4
P -0.7674 0.7190 -0.5287 -0.3 -0.8 1.3
H 0.7968 0.2620 2.2349 -0.5 0.0 -4.0
H 0.0463 1.2643 -1.4825 0.6 0.5 -1.2

=====

(12)
8
Properties=species:S:1:pos:R:3:forces:R:3 method="wB97M-V/def2-TZVPD" total_charge=0 e_above_lowest_kj_mol=76.80 spin_multiplicity=1
N -2.1123 -0.9704 0.2702 -1.2 -1.2 -0.2
N 0.4946 0.7543 0.8929 2.4 1.9 3.3
N -3.0432 -0.5520 0.6480 -0.3 0.3 0.2
N -0.0276 0.0199 0.1508 -0.8 -1.2 -4.0
O 1.8448 1.1600 0.8320 -1.1 -0.9 -1.5
O 0.6661 -0.3225 -1.1258 0.5 0.3 1.1
H 2.1562 0.7144 0.0149 0.3 0.4 0.2
H 0.0213 -0.8038 -1.6830 0.1 0.3 1.0

=====

(13)
9
Properties=species:S:1:pos:R:3:forces:R:3 method="wB97M-V/def2-TZVPD" total_charge=0 e_above_lowest_kj_mol=214.22 spin_multiplicity=1
N 0.0310 0.1196 -0.0194 -0.1 -1.7 1.1
N -1.1296 -1.6949 0.2241 -1.2 1.6 0.2
N 0.0662 -1.0684 0.4269 -0.2 0.4 -1.0
N 1.2764 2.3392 -0.0972 2.5 0.3 0.5
O 1.2213 0.7123 0.0710 2.2 1.2 0.2
O -0.9267 0.7165 -0.4626 -1.4 1.0 -0.8
O 2.3801 2.6503 0.0616 -3.3 -1.3 -0.5
H -1.9074 -1.1178 -0.2017 1.5 -1.0 0.4
H -1.0112 -2.6568 -0.0027 0.0 -0.4 -0.1

=====

(14)
9
Properties=species:S:1:pos:R:3:forces:R:3 method="wB97M-V/def2-TZVPD" total_charge=0 e_above_lowest_kj_mol=187.27 smiles="NN(N=O)[N+](=O)[O-]" spin_multiplicity=1
N 2.2641 0.5294 -0.5028 -0.5 2.0 1.5
N -0.0534 -0.1315 -0.1853 2.1 -2.0 1.8
N 1.1944 -0.2713 -0.7752 -0.2 1.0 -0.4
N 1.5136 -1.5883 -1.1639 0.1 -1.7 1.4
O 1.9611 1.5449 0.1331 0.3 -2.5 -1.7
O 2.6634 -1.8592 -1.3652 -0.2 0.5 -0.6
O 0.5906 -2.4001 -1.0594 0.5 1.0 -0.7
H -0.4674 -1.0185 -0.3629 -0.8 -0.7 0.1
H -0.5821 0.5941 -0.5081 -1.2 2.5 -1.5

=====

(15)
12
Properties=species:S:1:pos:R:3:forces:R:3 method="wB97M-V/def2-TZVPD" total_charge=0 e_above_lowest_kj_mol=133.98 spin_multiplicity=1
N -0.1062 1.3028 0.4157 2.2 1.7 -0.5
N -0.2200 -1.4794 0.6169 1.6 -2.2 1.4
N -1.0386 0.8831 1.0782 -1.8 -1.3 0.4
N 2.0430 1.5557 -1.2184 -2.6 -0.3 2.1
O 2.0793 2.6402 -0.8347 0.3 0.5 -0.2
O 0.5110 0.6384 -0.4940 0.8 0.4 -0.8
O 2.5556 0.7249 -1.8086 0.8 -0.6 -1.0
O -2.6820 -1.2834 1.1766 0.9 0.9 0.7
O -1.7422 -0.4826 -0.9422 -0.7 0.1 -0.9
S -1.5969 -0.6912 0.4550 -0.4 -0.1 -1.9
H 0.3699 -2.0638 -0.0363 -1.7 1.4 0.7
H -0.1729 -1.7447 1.5918 0.6 -0.5 0.0

=====

(16)
8
Properties=species:S:1:pos:R:3:forces:R:3 method="wB97M-V/def2-TZVPD" total_charge=+1 e_above_lowest_kj_mol=201.83 spin_multiplicity=1
N 1.7566 -0.0573 -0.0440 -2.3 -1.6 -0.1
N 0.6145 -0.0509 -0.0378 2.1 0.4 0.2
N 2.8783 -0.2911 0.1055 2.5 0.1 0.0
N -1.7092 0.4778 -0.0685 3.7 1.0 -0.3
N -2.7667 0.3063 0.1053 -4.8 -0.8 0.5
O -3.8950 0.1384 0.2292 -0.6 0.0 0.1
H 3.6037 -0.7215 -0.5151 -1.1 0.7 0.3
H -0.4821 0.1982 0.2254 0.5 0.3 -0.8

=====

Number 1: E -751.739769 hartree, maximum force 1.2 eV/Å. Number 2: E -374.231801 hartree, maximum force 1.2 eV/Å. Number 3: E -715.351024 hartree, maximum force 2.5 eV/Å. Number 4: E -275.782570 hartree, maximum force 1.5 eV/Å. Number 5: E -261.069681 hartree, maximum force 8.1 eV/Å. Number 6: E -336.219128 hartree, maximum force 5.5 eV/Å. Number 7: E -336.208769 hartree, maximum force 2.7 eV/Å. Number 8: E -734.401954 hartree, maximum force 3.0 eV/Å. Number 9: E -809.686722 hartree, maximum force 3.0 eV/Å. Number 10: E -776.166874 hartree, maximum force 4.3 eV/Å. Number 11: E -793.260925 hartree, maximum force 5.2 eV/Å. Number 12: E -370.594883 hartree, maximum force 4.5 eV/Å. Number 13: E -445.688648 hartree, maximum force 3.6 eV/Å. Number 14: E -445.698915 hartree, maximum force 3.4 eV/Å. Number 15: E -994.321049 hartree, maximum force 3.4 eV/Å. Number 16: E -349.742478 hartree, maximum force 4.9 eV/Å.